C24H48Cl6O7 | ωB97M-V/def2-TZVPD

Results
Structure (SMILES) ... CC(C)=O.CC(C)=O.CC(C)=O.CC(C)=O.CC(C)=O.CC(C)=O.CC(C)=O.ClCCl.ClCCl.ClCCl
HOMO-LUMO gap ... 9.62 eV
LUMO ... 0.09 eV
Relative energy (zero: lowest compared OMol25 entry of this formula, charge and spin) ... 43.7 kcal per mole

Each line ends with the Löwdin charge.
CARTESIAN COORDINATES (ANGSTROEM)
C  -6.159  0.446  1.341  -0.018
C  -6.828  1.185  2.514  -0.467
C  -7.794  2.336  2.237  -0.025
O  -6.536  0.898  3.666  0.041
H  -5.288  -0.087  1.723  0.076
H  -5.938  1.172  0.559  0.075
H  -6.849  -0.293  0.932  0.081
H  -7.269  3.285  2.124  0.083
H  -8.459  2.447  3.093  0.079
H  -8.372  2.174  1.327  0.076
C  6.957  2.511  -2.137  -0.023
C  5.768  2.318  -1.193  -0.446
C  5.905  2.799  0.237  -0.031
O  4.676  1.842  -1.601  0.008
H  6.821  2.160  -3.160  0.083
H  7.750  1.873  -1.748  0.079
H  7.245  3.556  -2.024  0.084
H  6.869  2.465  0.620  0.079
H  5.121  2.422  0.893  0.081
H  5.863  3.885  0.317  0.086
C  -3.320  4.604  -1.294  -0.020
C  -4.555  4.904  -2.115  -0.523
C  -4.435  5.658  -3.424  -0.015
O  -5.540  4.292  -1.841  0.071
H  -2.752  3.847  -1.835  0.088
H  -3.718  4.314  -0.322  0.081
H  -2.794  5.548  -1.155  0.075
H  -3.619  6.369  -3.296  0.069
H  -5.341  6.253  -3.540  0.086
H  -4.139  4.998  -4.240  0.087
C  -0.824  3.311  -5.473  -0.036
C  0.523  3.207  -6.107  -0.475
C  1.547  2.281  -5.477  -0.017
O  0.718  3.753  -7.214  0.029
H  -1.584  3.138  -6.234  0.088
H  -0.921  4.360  -5.194  0.088
H  -1.033  2.587  -4.686  0.075
H  2.395  2.294  -6.162  0.083
H  1.092  1.294  -5.398  0.083
H  1.812  2.653  -4.487  0.085
C  -2.296  2.391  4.906  -0.039
C  -1.665  1.478  5.925  -0.446
C  -0.757  0.375  5.310  -0.024
O  -1.947  1.562  7.123  0.049
H  -2.366  1.946  3.913  0.066
H  -1.658  3.219  4.599  0.084
H  -3.327  2.704  5.075  0.085
H  -0.411  -0.281  6.110  0.072
H  0.133  0.780  4.829  0.078
H  -1.307  -0.248  4.604  0.077
C  2.317  -4.410  4.916  -0.025
C  3.708  -3.820  5.171  -0.468
C  4.577  -4.601  6.176  -0.027
O  4.119  -2.760  4.715  0.045
H  1.740  -4.343  5.838  0.082
H  2.246  -5.469  4.669  0.081
H  1.784  -3.715  4.266  0.076
H  4.324  -4.107  7.114  0.087
H  5.628  -4.462  5.921  0.078
H  4.369  -5.671  6.215  0.072
C  0.070  -5.173  -0.169  -0.025
C  -0.095  -6.261  -1.178  -0.531
C  1.158  -6.630  -1.967  -0.016
O  -1.130  -6.835  -1.321  0.080
H  1.076  -5.154  0.251  0.079
H  -0.643  -5.249  0.652  0.084
H  -0.212  -4.214  -0.603  0.083
H  0.771  -7.177  -2.826  0.081
H  1.624  -7.314  -1.258  0.089
H  1.839  -5.830  -2.257  0.081
Cl  -1.015  -2.514  -4.577  0.459
C  -2.779  -2.784  -4.423  -0.984
Cl  -3.652  -1.226  -4.495  0.473
H  -3.080  -3.487  -5.200  0.033
H  -3.004  -3.119  -3.411  0.018
Cl  6.438  -3.020  -2.223  0.469
C  6.158  -3.099  -0.455  -1.037
Cl  5.270  -4.522  0.031  0.517
H  7.147  -3.037  -0.001  0.027
H  5.624  -2.172  -0.241  0.022
Cl  1.575  -0.611  0.808  0.473
C  0.507  -0.084  -0.526  -0.970
Cl  -1.211  -0.500  -0.123  0.439
H  0.584  0.994  -0.666  0.027
H  0.777  -0.611  -1.441  0.022


C4H10N2O | ωB97M-V/def2-TZVPD

Results
Structure (SMILES) ... NCCCC(N)=O
HOMO-LUMO gap ... 9.94 eV
LUMO ... 0.80 eV
Relative energy (zero: lowest compared OMol25 entry of this formula, charge and spin) ... 18.5 kcal per mole

Each line ends with the natural charge from an NBO analysis.
CARTESIAN COORDINATES (ANGSTROEM)
N  -2.654  1.117  1.303  -0.854
C  -2.049  0.724  0.051  -0.211
C  -0.512  0.775  0.018  -0.416
C  0.172  -0.197  -0.950  -0.512
C  1.531  -0.695  -0.488  0.680
N  1.490  -1.508  0.606  -0.833
O  2.564  -0.385  -1.035  -0.602
H  -2.476  2.055  1.618  0.365
H  -2.627  0.434  2.038  0.363
H  -2.319  -0.316  -0.131  0.180
H  -2.543  1.250  -0.764  0.191
H  -0.120  1.785  -0.149  0.211
H  -0.186  0.555  1.033  0.200
H  -0.498  -1.020  -1.237  0.214
H  0.358  0.271  -1.913  0.235
H  2.305  -1.975  0.960  0.403
H  0.612  -1.754  1.028  0.386


C27H43PPtSe2Si4Te | ωB97M-V/def2-TZVPD

Results
HOMO-LUMO gap (alpha / beta) ... 7.73 / 4.53 eV
Spin multiplicity ... 5
LUMO (alpha / beta) ... -5.81 / -9.13 eV
Total charge ... +2
Relative energy (zero: lowest compared OMol25 entry of this formula, charge and spin) ... 44.3 kcal per mole

Each line ends with the Löwdin charge.
CARTESIAN COORDINATES (ANGSTROEM)
Pt  1.307  1.169  1.296  0.258
C  1.876  2.016  4.019  -0.115
C  1.249  0.822  3.516  -0.297
C  -0.169  0.716  3.635  -0.171
C  -0.855  1.586  4.406  -0.061
C  -0.219  2.701  5.025  -0.015
C  1.140  2.892  4.839  -0.062
H  2.948  2.222  3.766  0.063
H  1.857  -0.070  3.437  0.111
H  -0.690  -0.129  3.105  0.064
H  -1.896  1.440  4.699  0.126
H  -0.774  3.393  5.647  0.126
H  1.639  3.786  5.233  0.128
Se  3.763  1.801  1.261  0.561
P  2.230  3.228  0.424  0.117
Se  0.352  3.962  1.272  0.575
C  3.085  4.763  0.306  -0.464
C  2.608  5.784  -0.577  -0.074
C  3.375  6.905  -0.863  -0.033
C  4.501  7.144  -0.055  -0.048
C  4.882  6.251  0.902  -0.062
C  4.184  5.048  1.097  -0.109
C  1.979  2.778  -1.283  -0.453
C  0.750  2.709  -1.900  -0.161
C  0.677  2.171  -3.193  -0.073
C  1.766  1.661  -3.867  -0.054
C  3.028  1.797  -3.294  -0.027
C  3.116  2.309  -1.995  -0.080
H  1.643  5.666  -1.060  0.104
H  3.049  7.641  -1.543  0.103
H  5.061  8.089  -0.171  0.131
H  5.768  6.410  1.456  0.105
H  4.521  4.437  1.948  0.086
H  -0.193  3.020  -1.442  0.069
H  -0.305  2.100  -3.709  0.126
H  1.661  1.168  -4.810  0.114
H  3.875  1.462  -3.808  0.101
H  4.083  2.301  -1.510  0.076
C  -0.334  -3.190  2.877  -0.206
Si  -1.806  -3.459  1.785  0.421
C  -1.854  -5.307  1.423  -0.212
C  -3.409  -2.770  2.552  -0.200
Si  -1.578  -2.313  -0.458  0.221
Te  -0.932  0.103  0.112  0.788
Si  -3.794  -1.885  -1.752  0.417
C  -5.171  -1.624  -0.550  -0.210
C  -4.060  -3.269  -3.051  -0.202
C  -3.648  -0.348  -2.739  -0.232
Si  -0.062  -3.453  -1.784  0.268
C  0.532  -2.511  -3.281  -0.199
C  1.540  -3.703  -0.833  -0.201
C  -0.850  -5.030  -2.299  -0.192
H  -0.632  -3.057  3.937  0.058
H  0.207  -2.260  2.642  0.001
H  0.331  -4.052  2.790  0.044
H  -1.771  -5.913  2.349  0.055
H  -0.911  -5.510  0.816  0.039
H  -2.729  -5.754  0.915  0.047
H  -3.352  -3.054  3.615  0.047
H  -4.307  -3.212  2.114  0.030
H  -3.484  -1.711  2.459  0.004
H  -5.244  -2.576  -0.007  0.028
H  -6.079  -1.259  -1.085  0.070
H  -4.998  -0.873  0.178  0.015
H  -4.412  -4.230  -2.623  0.040
H  -3.176  -3.476  -3.667  0.007
H  -4.851  -2.959  -3.809  0.070
H  -3.058  0.375  -2.152  -0.016
H  -4.587  0.105  -3.021  0.048
H  -3.026  -0.508  -3.631  0.045
H  1.145  -1.669  -3.083  0.011
H  -0.256  -2.335  -4.026  0.041
H  1.227  -3.234  -3.737  0.052
H  1.737  -2.833  -0.180  0.030
H  2.360  -3.835  -1.553  0.048
H  1.501  -4.558  -0.176  0.023
H  -1.628  -4.821  -3.125  0.060
H  -1.359  -5.509  -1.468  0.016
H  -0.093  -5.670  -2.683  0.038


C5H8N2 | ωB97M-V/def2-TZVPD

Results
HOMO-LUMO gap ... 6.65 eV
LUMO ... 0.26 eV
Relative energy (zero: lowest compared OMol25 entry of this formula, charge and spin) ... 105.0 kcal per mole

Each line ends with the natural charge from an NBO analysis.
CARTESIAN COORDINATES (ANGSTROEM)
C  -2.240  -0.294  -0.012  -0.466
C  -1.059  -0.241  -0.692  -0.084
C  -0.567  1.115  -0.891  0.230
N  0.638  1.146  -0.436  -0.452
C  0.903  -0.160  0.231  0.131
N  2.300  -0.352  0.470  -0.848
C  0.097  -1.076  -0.560  -0.555
H  -2.965  0.511  -0.042  0.191
H  -2.476  -1.184  0.563  0.207
H  0.167  0.164  1.322  0.053
H  -1.123  2.008  -1.156  0.217
H  1.259  1.931  -0.302  0.425
H  2.474  -0.179  1.447  0.364
H  2.602  -1.297  0.243  0.385
H  -0.009  -2.092  -0.186  0.203


Number 1: E -4230.9979 Eh. Number 2: E -343.1719 Eh. Number 3: E -7743.5763 Eh. Number 4: E -304.6682 Eh.